## w
{
  "formula": "C3H6FN3",
  "method": "ωB97M-V with the def2-TZVPD basis set",
  "symbols": ["C", "C", "C", "N", "N", "N", "F", "H", "H", "H", "H", "H", "H"],
  "xyz": [[-0.51067, -1.27921, 0.13721], [-0.49605, 1.65181, -0.04650], [-0.02963, 0.83645, 1.24851], [-1.76731, 1.43594, -0.49015], [-0.26937, -0.46660, 0.95701], [-0.47176, -2.18000, -0.64258], [2.82043, -1.86829, -1.81517], [-0.69166, 2.68376, 0.01338], [0.29002, 1.38106, -0.85850], [0.97442, 1.06955, 1.52599], [-0.77392, 1.20426, 2.04555], [-1.11311, -2.94180, -0.69499], [2.03860, -1.52693, -1.37976]],
  "nbo_charge": [0.6742, -0.3997, -0.2088, -0.1041, -0.5000, -0.7666, -0.5664, 0.2638, 0.2085, 0.2155, 0.2093, 0.4089, 0.5655],
  "orbital_gap_ev": [8.545, 8.691],
  "homo_energy_ev": [-9.33, -9.52],
  "total_charge": 0,
  "multiplicity": 1
}

=====

## x
{
  "formula": "C3H6FN3",
  "method": "ωB97M-V with the def2-TZVPD basis set",
  "symbols": ["C", "N", "C", "N", "N", "C", "F", "H", "H", "H", "H", "H", "H"],
  "xyz": [[1.37738, -0.86361, 0.00341], [0.18155, -0.16503, -0.12749], [0.03563, 1.20626, -0.50234], [-1.20281, 1.65419, -0.05200], [-1.95866, 0.85780, 0.43924], [-1.33819, -0.47140, 0.60508], [-2.00999, -1.35423, -0.08955], [2.07702, -0.70027, -0.98354], [1.97029, -0.66202, 0.84972], [1.20861, -1.94294, -0.15244], [-0.00951, 1.35628, -1.55997], [0.94823, 1.88322, -0.13233], [-1.27954, -0.79826, 1.70220]],
  "nbo_charge": [-0.3962, -0.5237, -0.1086, -0.0899, -0.1495, 0.4426, -0.3175, 0.1872, 0.1744, 0.2131, 0.2060, 0.1953, 0.1666],
  "orbital_gap_ev": 9.570,
  "homo_energy_ev": -8.82,
  "total_charge": 0,
  "multiplicity": 1
}

=====

## y
{
  "formula": "C3H6FN3",
  "method": "ωB97M-V with the def2-TZVPD basis set",
  "symbols": ["N", "N", "C", "C", "F", "C", "N", "H", "H", "H", "H", "H", "H"],
  "xyz": [[-1.90023, 0.47032, -0.21921], [-0.73425, 0.13813, 0.40018], [0.35165, 1.10168, 0.16535], [1.52268, 0.13208, -0.01967], [2.81766, 0.58000, -0.08044], [1.18427, -1.15853, -0.09989], [-0.28764, -1.23921, -0.02880], [-1.95329, 0.10079, -1.18309], [-2.85383, 0.24892, 0.22297], [0.36424, 1.88307, 1.01445], [0.31118, 1.84052, -0.70144], [1.78277, -2.06473, -0.14853], [-0.60520, -2.03304, 0.67811]],
  "nbo_charge": [-0.6718, -0.1349, -0.2958, 0.3413, -0.3285, -0.1326, -0.4930, 0.3399, 0.3636, 0.2134, 0.2012, 0.2298, 0.3675],
  "orbital_gap_ev": 9.038,
  "homo_energy_ev": -7.98,
  "total_charge": 0,
  "multiplicity": 1
}

=====

It is x that is the most stable of them.

=====

## w
{
  "formula": "C2H3F2N",
  "method": "ωB97M-V with the def2-TZVPD basis set",
  "symbols": ["C", "C", "N", "F", "F", "H", "H", "H"],
  "xyz": [[0.72342, 0.22845, 0.64046], [-1.16496, -0.18503, -0.53948], [1.74320, -0.28537, 0.23782], [-0.78702, -0.53817, -1.77451], [-1.83231, 0.97275, -0.57581], [0.35944, 0.91617, 1.38653], [-1.69693, -0.98568, -0.03190], [2.65516, -0.12311, 0.65690]],
  "nbo_charge": [0.1340, 0.5144, -0.6281, -0.3381, -0.3445, 0.1684, 0.1242, 0.3697],
  "orbital_gap_ev": [9.530, 9.530],
  "homo_energy_ev": [-8.44, -8.44],
  "total_charge": 0,
  "multiplicity": 1
}

=====

## x
{
  "formula": "C2H3F2N",
  "method": "ωB97M-V with the def2-TZVPD basis set",
  "symbols": ["C", "C", "N", "F", "F", "H", "H", "H"],
  "xyz": [[0.38784, 0.25344, 0.43873], [-0.93213, 0.39197, -0.47504], [0.71439, -1.04514, 0.31264], [1.25308, 1.22726, 0.03262], [-2.03553, 0.26499, 0.21691], [0.22009, 0.35171, 1.51069], [-0.92609, 0.04644, -1.47157], [1.31834, -1.49067, -0.56497]],
  "nbo_charge": [0.2036, 0.3276, -0.5652, -0.3605, -0.2943, 0.1817, 0.1523, 0.3547],
  "orbital_gap_ev": [9.856, 8.480],
  "homo_energy_ev": [-10.07, -9.30],
  "total_charge": 0,
  "multiplicity": 1
}

=====

It is w that is the most stable of them.

=====

## w
{
  "formula": "C3H7N2O2",
  "method": "ωB97M-V with the def2-TZVPD basis set",
  "symbols": ["C", "C", "C", "N", "N", "O", "O", "H", "H", "H", "H", "H", "H", "H"],
  "xyz": [[-1.23178, -0.94364, -0.42555], [-0.39637, 1.30130, 0.48798], [0.82447, -1.74308, 0.79127], [-0.21347, -0.98378, 0.19460], [0.23901, 1.54170, -0.98486], [-2.13637, -0.55160, -1.04741], [-1.57108, 1.34079, 0.56127], [0.24873, 1.11416, 1.30392], [1.73168, -1.39419, 0.29714], [0.70148, -1.59045, 1.84594], [0.63481, -2.85890, 0.65255], [-0.34543, 1.01271, -1.58923], [1.21934, 1.17886, -0.90158], [0.29499, 2.57612, -1.18603]],
  "nbo_charge": [0.8669, 0.5432, -0.4222, -0.5787, -0.7835, -0.4693, -0.4208, 0.1967, 0.2175, 0.2318, 0.2467, 0.4592, 0.4460, 0.4664],
  "orbital_gap_ev": 10.946,
  "homo_energy_ev": -14.99,
  "total_charge": 1,
  "multiplicity": 1
}

=====

## x
{
  "formula": "C3H7N2O2",
  "method": "ωB97M-V with the def2-TZVPD basis set",
  "symbols": ["C", "N", "O", "C", "N", "C", "O", "H", "H", "H", "H", "H", "H", "H"],
  "xyz": [[-0.98514, 1.33406, -0.22544], [-1.38118, 0.17244, 0.07932], [-2.16423, -0.06017, 1.02201], [-0.67013, -0.96424, -0.53426], [0.57884, -1.03460, 0.20166], [1.36624, -0.02493, 0.21201], [2.30897, 0.03758, 1.02978], [-1.46266, 2.11247, 0.24533], [-0.34283, 1.43361, -1.19368], [-0.78730, -0.76870, -1.60274], [-1.11963, -1.91908, -0.24832], [0.48809, -1.75071, 0.82762], [1.25341, 0.63318, -0.66014], [2.91756, 0.79909, 0.84685]],
  "nbo_charge": [-0.2320, 0.1114, -0.4440, -0.1114, -0.4960, 0.5678, -0.5468, 0.2443, 0.1839, 0.2553, 0.2614, 0.4465, 0.2148, 0.5447],
  "orbital_gap_ev": 8.484,
  "homo_energy_ev": -13.48,
  "total_charge": 1,
  "multiplicity": 1
}

=====

It is w that is the most stable of them.

=====

## w
{
  "formula": "C3H7N2O2",
  "method": "ωB97M-V with the def2-TZVPD basis set",
  "symbols": ["C", "C", "O", "C", "N", "O", "N", "H", "H", "H", "H", "H", "H", "H"],
  "xyz": [[1.33781, 0.30657, -0.27884], [0.94026, -1.21086, -0.25811], [-0.30282, -1.31861, 0.34444], [-0.99414, -0.19108, 0.20069], [-2.17591, 0.40679, 0.76704], [-2.02201, -0.01763, -0.61360], [-0.03375, 0.99237, 0.02193], [2.00295, 0.62686, 0.50622], [1.81534, 0.75924, -1.21868], [0.89516, -1.70243, -1.17595], [1.64195, -1.76579, 0.35450], [-2.91253, -0.08882, 1.17341], [0.17471, 1.58276, 0.91123], [-0.36703, 1.62061, -0.73428]],
  "nbo_charge": [-0.2573, -0.0924, -0.4302, 0.7389, -0.3315, -0.3403, -0.5688, 0.2362, 0.2640, 0.2158, 0.2314, 0.3920, 0.4726, 0.4696],
  "orbital_gap_ev": 11.098,
  "homo_energy_ev": -14.79,
  "total_charge": 1,
  "multiplicity": 1
}

=====

## x
{
  "formula": "C3H7N2O2",
  "method": "ωB97M-V with the def2-TZVPD basis set",
  "symbols": ["C", "O", "N", "C", "O", "C", "N", "H", "H", "H", "H", "H", "H", "H"],
  "xyz": [[0.66952, -1.64514, -2.26978], [0.80095, -1.89585, -0.87899], [0.52334, -0.91058, -0.01710], [-0.03321, 0.22314, -0.24216], [-0.08742, 1.10630, 0.90854], [-0.61190, 0.68291, 1.96487], [-1.03274, 1.48591, 2.89205], [0.97537, -0.67900, -2.62750], [-0.32773, -1.75360, -2.55348], [1.29416, -2.39075, -2.63784], [-0.63800, 0.66864, -0.99701], [-0.59049, -0.35400, 2.12174], [-1.26396, 1.26639, 3.82015], [-1.13649, 2.50182, 2.52404]],
  "nbo_charge": [-0.2760, -0.2773, -0.0791, 0.2205, -0.4194, 0.5789, -0.6826, 0.1908, 0.1893, 0.2263, 0.2154, 0.2135, 0.4520, 0.4478],
  "orbital_gap_ev": 9.996,
  "homo_energy_ev": -14.26,
  "total_charge": 1,
  "multiplicity": 1
}

=====

It is x that is the most stable of them.